Run i
Entry from the Open Molecules 2025 dataset: a gas-phase ion, C13H13N2 (charge +1) (wB97M-V/def2-TZVPD).

Summary:
- total charge = +1
- structure (SMILES) = CC1=C(\C)c2cccnc2C#[N+]C/C=C\1

Last column: Löwdin charge in e.
Element x y z (Å)
C -2.40 -0.21 -0.08  0.000
C -0.92 -0.05 0.23  -0.227
C 0.10 -0.49 -0.54  -0.209
C -0.01 -1.68 -1.57  -0.001
C 1.34 0.25 -0.52  -0.168
C 1.43 1.40 -1.27  0.018
C 2.61 2.07 -1.62  0.025
C 3.74 1.54 -1.02  -0.078
N 3.69 0.50 -0.17  0.149
C 2.55 -0.09 0.11  -0.197
C 2.26 -0.88 1.27  0.174
N 1.52 -1.15 2.10  0.233
C 0.41 -0.74 2.89  -0.119
C 0.02 0.63 2.44  -0.077
C -0.62 0.93 1.34  -0.051
H -2.71 0.83 -0.30  0.107
H -2.96 -0.70 0.73  0.097
H -2.39 -0.85 -0.95  0.068
H -0.42 -1.41 -2.60  0.108
H -0.73 -2.36 -1.18  0.051
H 1.07 -2.13 -1.76  0.128
H 0.51 1.69 -1.76  0.140
H 2.62 2.89 -2.38  0.147
H 4.69 1.86 -1.30  0.102
H 0.81 -0.64 3.85  0.109
H -0.39 -1.56 2.88  0.178
H 0.33 1.52 3.15  0.166
H -0.99 1.93 1.18  0.130

Run ii
Entry from the Open Molecules 2025 dataset: a gas-phase ion, C13H13N2 (charge +1) (wB97M-V/def2-TZVPD).

Summary:
- total charge = +1
- structure (SMILES) = CC1=C(\C)c2cccnc2C#[N+]C/C=C\1

Last column: Löwdin charge in e.
Element x y z (Å)
C 2.93 -0.51 0.19  -0.005
C 1.46 -0.39 0.38  -0.258
C 0.50 -0.37 -0.59  -0.149
C 0.91 -0.48 -2.13  0.032
C -0.99 -0.33 -0.36  -0.047
C -1.64 -1.60 -0.44  -0.002
C -2.99 -1.69 -0.67  0.001
C -3.75 -0.48 -0.86  -0.119
N -3.22 0.65 -0.62  0.120
C -1.94 0.80 -0.25  -0.199
C -1.36 1.98 0.15  0.174
N -0.37 2.49 0.63  0.208
C 0.85 2.32 1.41  -0.124
C 0.74 1.07 2.26  -0.052
C 1.09 -0.13 1.75  -0.058
H 3.31 0.25 -0.44  0.088
H 3.34 -1.38 -0.20  0.082
H 3.33 -0.51 1.11  0.055
H 0.10 -0.12 -2.72  0.071
H 1.14 -1.49 -2.33  0.076
H 1.84 0.09 -2.17  0.080
H -0.98 -2.42 -0.12  0.145
H -3.56 -2.68 -0.78  0.147
H -4.73 -0.67 -1.39  0.147
H 0.98 3.28 1.90  0.130
H 1.63 2.08 0.55  0.175
H 0.26 1.19 3.30  0.147
H 1.10 -0.94 2.47  0.133

Pick the most stable structure from those above. Pick: run i